Entry 1:
A cluster of 5 separate species, C22H31F15IO13P in total at a distorted geometry. Source: the Open Molecules 2025 dataset; level of theory: ωB97M-V/def2-TZVPD.

Its spin multiplicity is 1. The calculation puts the LUMO energy at 0.007 Eh. The value obtained for the orbital gap is 10.03 eV. As for the SMILES: O=[P@](O)(OCCCI)OC[C@H](O)C(F)(F)F.CCOC(=O)C(F)(F)F.CCOC(=O)C(F)(F)F.CCOC(=O)C(F)(F)F.CCOC(=O)C(F)(F)F.

Cartesian coordinates (Å):
I: -3.0761 -7.2366 1.1207
P: -1.4464 -2.9711 0.8762
F: -1.5491 1.2323 -1.6424
F: -3.4785 0.2634 -1.6209
F: 5.6567 2.0165 3.8872
F: -4.6184 7.6079 -0.5119
F: 0.4186 -5.8114 -3.7983
F: -6.5425 6.6198 -0.4894
F: 4.9914 -4.5579 3.9239
F: -1.3331 -4.4743 -3.7306
F: 6.5119 3.6966 2.8341
F: 4.5996 2.9300 2.2141
F: 3.2527 -4.2049 5.1426
F: -3.3197 2.3442 -2.1757
F: -6.3900 8.6813 -1.1116
F: 0.6799 -3.6224 -3.7534
F: 3.0214 -5.0326 3.1624
O: -1.6982 -1.5360 0.8580
O: 2.8571 -1.9163 3.7805
O: -4.7332 6.0347 -2.6347
O: 4.2896 -2.6559 2.2080
O: -3.1470 1.2790 -4.6334
O: 3.4281 3.7264 4.4363
O: -6.1664 7.5219 -3.5304
O: 1.0834 -5.3750 -1.2818
O: -0.0312 -3.3651 0.2735
O: -1.5409 -3.6258 2.3116
O: -2.4876 -3.7827 -0.0250
O: -1.7156 -0.2571 -3.8229
O: 5.2192 5.0469 4.7851
C: -0.5230 -4.5556 2.7472
C: -3.4608 6.2860 -4.6989
C: 0.0233 -3.2979 -1.1601
C: -2.5599 0.7544 -3.7359
C: 5.0937 -0.3499 2.1204
C: 4.2024 -1.4011 1.4978
C: 4.6745 4.1255 4.2597
C: 3.7205 -4.1595 3.9029
C: 2.6405 4.4931 5.3698
C: -2.7254 1.1595 -2.2611
C: 2.0937 5.7478 4.7258
C: -1.4396 -6.9281 2.4666
C: -5.7858 7.5022 -1.1494
C: -5.5895 7.0397 -2.6041
C: -0.0634 -4.6542 -3.2689
C: 3.5670 -2.7499 3.3069
C: -0.4493 -5.8597 1.9850
C: 5.3753 3.1768 3.2722
C: -0.4716 0.0468 -5.9004
C: -0.0670 -4.6963 -1.7317
C: -4.4727 5.4627 -3.9325
C: -1.4816 -0.7868 -5.1430
H: 0.4412 -4.0694 2.8110
H: -0.8497 1.0520 -6.0826
H: 0.9795 -2.8861 -1.4513
H: -0.2452 -0.4170 -6.8594
H: -5.4048 5.3544 -4.4844
H: 1.4375 6.2704 5.4201
H: -1.8526 -6.6621 3.4287
H: -3.8464 7.2817 -4.9149
H: -0.5583 -5.7340 0.9173
H: 0.5518 -6.2502 2.1431
H: -2.4229 -0.8695 -5.6839
H: -3.3523 -3.7021 0.3898
H: 3.2340 4.7191 6.2542
H: 0.4509 0.1397 -5.3269
H: -0.7895 -4.7997 3.7691
H: 0.8999 -6.3151 -1.2529
H: -0.7460 -2.6443 -1.5571
H: 4.5205 -1.6242 0.4821
H: -0.9365 -7.8765 2.5603
H: 4.7682 -0.1130 3.1284
H: -4.0829 4.4660 -3.7399
H: -2.5477 6.4047 -4.1152
H: 1.8310 3.8332 5.6716
H: 6.1216 -0.7106 2.1803
H: -0.9859 -5.1869 -1.4236
H: 2.8979 6.4229 4.4358
H: -1.1002 -1.7930 -4.9852
H: 5.0728 0.5552 1.5243
H: -3.2162 5.7975 -5.6410
H: 3.1646 -1.0737 1.4548
H: 1.5288 5.4990 3.8275

=====

Entry 2:
A cluster of 2 separate species, C3H12N2OS in total at a distorted geometry. Source: the Open Molecules 2025 dataset; level of theory: ωB97M-V/def2-TZVPD.

Its spin multiplicity is 1. The calculation puts the LUMO energy at 0.024 Eh. The value obtained for the orbital gap is 9.45 eV. The relative energy (zero: lowest compared OMol25 entry of this formula, charge and spin) is 166.5 kJ/mol. As for the SMILES: NC[C@H](N)CS.O.

Cartesian coordinates (Å):
S: -0.1319 0.5621 -2.9550
O: 2.4258 1.0432 3.3408
N: 0.0906 -0.8782 2.3448
N: -1.6928 0.6567 -0.2100
C: 0.0382 -0.5543 -1.4564
C: -0.4074 -0.1141 -0.0739
C: -0.3665 -1.3312 0.9891
H: -1.5205 0.6709 -2.7070
H: 0.4678 0.4843 0.3048
H: -0.6745 -0.3443 2.7528
H: -1.2834 -1.7707 1.0110
H: 1.5459 1.0041 3.5606
H: -1.5921 1.6145 0.3271
H: -0.5195 -1.4584 -1.7451
H: -2.5002 0.0842 0.0829
H: 2.6828 0.2073 3.2394
H: 1.1799 -0.6799 -1.4965
H: 0.3475 -1.9466 0.4998
H: 0.2001 -1.6558 3.0269

=====

Entry 3:
The molecule C3H9NO2S at a distorted geometry. Source: the Open Molecules 2025 dataset; level of theory: ωB97M-V/def2-TZVPD.

Its spin multiplicity is 1. The calculation puts the LUMO energy at 0.029 Eh. The value obtained for the orbital gap is 9.68 eV. The relative energy (zero: lowest compared OMol25 entry of this formula, charge and spin) is 493.1 kJ/mol. As for the SMILES: CCON(S)CO.

Cartesian coordinates (Å):
S: 1.2392 -1.2249 -0.9889
O: 2.0483 1.1427 1.1411
O: -0.3646 0.6587 -0.0732
N: 0.8469 0.4144 -0.9694
C: -1.6475 -0.0205 -0.3652
C: 1.9457 1.4877 -0.1507
C: -1.7533 -1.3709 0.3000
H: -0.7050 -1.7376 0.4548
H: 1.2194 1.5140 1.5576
H: -1.6287 -0.1420 -1.4109
H: 2.8913 1.3077 -0.6144
H: 1.4490 2.4373 -0.4208
H: 1.5472 -1.5113 0.4010
H: -2.2161 -1.3520 1.3026
H: -2.3362 -2.1693 -0.2319
H: -2.5356 0.5659 0.0683

=====

Entry 4:
A structure of composition C27H27Cl3GeN7OSSeTa at a distorted geometry. Source: the Open Molecules 2025 dataset; level of theory: ωB97M-V/def2-TZVPD.

Its spin multiplicity is 2. The calculation puts the LUMO energy (spin up / spin down) at -0.167 / -0.172 Eh. As for the charge: +1. The value obtained for the orbital gap (spin up / spin down) is 5.44 / 5.65 eV. The relative energy (zero: lowest compared OMol25 entry of this formula, charge and spin) is 177.7 kJ/mol.

Cartesian coordinates (Å):
Ta: -0.3624 0.7957 0.2308
Se: 2.0646 -0.5804 0.2146
Ge: -1.9597 2.6895 -3.3296
Cl: -2.4597 0.5315 -3.5582
Cl: 0.6215 1.5819 -1.8193
Cl: -1.5240 3.3669 -5.2925
S: -2.4690 -1.0914 0.9685
O: -1.8802 1.8937 0.2133
N: -1.9936 2.4586 1.4956
N: -3.0013 4.7022 -0.8836
N: -2.1741 -2.5151 3.2257
N: -2.7279 4.9586 3.6475
N: 0.9663 2.3035 1.2580
N: 0.2079 0.0386 2.1740
N: -0.3262 -1.1484 2.7516
C: 5.4233 1.3931 -2.3870
C: 4.2578 1.2579 -0.3355
C: 3.3723 0.2917 -0.8516
C: 2.7465 4.0336 2.4527
C: -2.6442 -4.3208 -1.4675
C: 3.5019 -0.0856 -2.1445
C: 1.2601 0.5641 2.8385
C: 1.9521 4.4681 1.3743
C: 2.0702 -0.1512 3.8875
C: -3.8397 -4.9306 -1.7996
C: -2.6612 4.3944 2.6294
C: -2.7617 4.2615 0.1502
C: -1.1024 -2.3404 -1.1495
C: -1.4558 -0.9072 -0.5313
C: 2.4913 2.8165 2.9969
C: -2.4678 -2.9458 -1.6228
C: -2.4432 3.7017 1.3940
C: -3.5158 -2.2312 -2.0378
C: -0.3799 -3.2614 -0.1515
C: -0.2088 -2.2754 -2.4112
C: -1.5769 -1.6031 2.4584
C: -4.8602 -4.1777 -2.3698
C: 1.4945 1.9527 2.4679
C: 4.4684 0.5315 -2.9409
C: 1.2785 3.4817 0.6566
C: 5.2612 1.8032 -1.0983
C: -4.7099 -2.7883 -2.5811
H: 2.2929 -1.1970 3.6916
H: 4.4774 0.2637 -4.0139
H: -0.2746 -3.2859 -2.9410
H: 6.2246 1.8950 -2.9981
H: 4.0422 1.6454 0.6100
H: 0.8471 -2.0227 -2.1862
H: 0.6385 -3.0521 0.0201
H: -0.2894 -4.2144 -0.6512
H: -3.1266 -2.8758 3.0865
H: 5.9153 2.5677 -0.6804
H: -1.7703 -2.5621 4.2119
H: -0.5210 -1.5263 -3.2078
H: 1.4441 -0.1002 4.8305
H: -5.8002 -4.6309 -2.6087
H: -3.9905 -5.9714 -1.4942
H: -3.4639 -1.1233 -1.8731
H: -2.0775 -0.3722 -1.2847
H: -0.8622 -3.3974 0.8245
H: 1.9822 5.4556 0.9261
H: -1.8059 -4.9932 -1.1950
H: 0.1797 -1.5861 3.5654
H: 2.8522 -0.8759 -2.5939
H: 3.5257 4.6724 2.8471
H: 2.9964 0.4029 3.9703
H: 0.9376 3.6232 -0.3967
H: 3.1301 2.5262 3.8622
H: -5.4364 -2.1837 -3.0444

=====

Entry 5:
A cluster of 2 separate species, C5H10O in total. Source: the Open Molecules 2025 dataset; level of theory: ωB97M-V/def2-TZVPD.

Its spin multiplicity is 1. The calculation puts the LUMO energy at 0.038 Eh. The value obtained for the orbital gap is 10.89 eV. The relative energy (zero: lowest compared OMol25 entry of this formula, charge and spin) is 160.6 kJ/mol. As for the SMILES: C=CCC.C=O.

Cartesian coordinates (Å):
O: -1.9446 -0.3851 -2.0309
C: -2.2356 -1.0016 -1.0366
C: 0.0293 -0.1994 0.7601
C: -0.9790 0.4845 1.2961
C: 0.8503 0.2590 -0.4132
C: 2.2984 0.5435 -0.0034
H: 2.7659 -0.3487 0.4289
H: 0.3217 -1.1537 1.2052
H: 0.3998 1.1596 -0.8458
H: 2.3369 1.3397 0.7476
H: -1.5249 0.1274 2.1658
H: -3.0043 -0.6545 -0.3201
H: 0.8301 -0.5075 -1.2001
H: -1.7558 -1.9660 -0.7768
H: -1.2890 1.4442 0.8847
H: 2.9009 0.8586 -0.8615